Record 1
65
Properties=species:S:1:pos:R:3:forces:R:3:lowdin_spin:R:1 method="wB97M-V/def2-TZVPD" homo_lumo_gap_ev="6.52 / 6.94" total_energy_ha=-1365.82974 charge=+3 mol_weight_g_mol=608.80 spin_multiplicity=2 s_squared=0.77
Re 1.9382 0.3936 0.6635 0.009 0.097 0.391 0.73
C -2.8223 -4.4481 2.7255 0.014 -0.016 0.022 0.00
C -3.0455 -3.3202 1.7205 0.015 0.021 0.020 0.00
C -4.1598 -2.3887 2.2359 -0.024 -0.002 -0.015 0.00
C -3.4532 -3.9217 0.3610 -0.043 -0.015 0.003 0.00
C -1.8010 -2.4936 1.5053 -0.010 0.019 -0.009 0.01
C -0.5854 -2.7567 2.1456 0.050 -0.007 -0.002 0.00
C 0.5140 -1.9741 1.8954 0.034 -0.075 0.078 0.00
N 0.4743 -0.9332 1.0346 -0.114 0.229 0.014 0.01
C -0.7036 -0.6518 0.3850 -0.107 -0.059 -0.064 0.01
C -1.8237 -1.4028 0.6095 0.060 -0.010 0.035 0.00
C -0.6167 0.4574 -0.5935 -0.076 -0.034 -0.034 0.01
C -1.6442 0.8664 -1.4070 0.040 -0.041 0.058 0.00
C -1.4532 1.8795 -2.3601 0.019 0.015 -0.022 0.01
C -0.1676 2.4437 -2.4341 0.032 -0.003 0.002 0.00
C 0.8287 2.0098 -1.6051 -0.007 0.060 -0.042 0.00
N 0.6198 1.0352 -0.6825 -0.235 0.109 -0.137 0.01
C -2.5498 2.3446 -3.2879 0.010 0.002 0.027 0.00
C -2.0802 2.0994 -4.7358 -0.027 0.022 -0.015 0.00
C -2.7643 3.8537 -3.0588 -0.001 0.017 -0.014 0.00
C -3.8650 1.6046 -3.0521 -0.009 -0.009 0.013 0.00
H -3.7506 -5.0043 2.8442 0.000 -0.003 -0.007 0.00
H -2.5465 -4.0732 3.7128 0.000 0.014 0.006 0.00
H -2.0641 -5.1567 2.3875 0.002 -0.010 -0.007 0.00
H -5.0611 -2.9800 2.3927 -0.002 -0.006 -0.004 0.00
H -4.4096 -1.6016 1.5231 -0.001 0.012 -0.001 0.00
H -3.8924 -1.9297 3.1882 0.014 0.003 0.007 0.00
H -4.3422 -4.5341 0.5079 -0.002 -0.001 0.001 0.00
H -2.6704 -4.5624 -0.0464 0.011 0.002 -0.004 0.00
H -3.7054 -3.1575 -0.3753 0.011 0.008 -0.013 0.00
H -0.4910 -3.5758 2.8429 0.013 -0.002 -0.005 0.00
H 1.4654 -2.1576 2.3791 -0.012 -0.005 0.007 0.00
H -2.7401 -1.1687 0.0894 -0.004 0.007 -0.026 0.00
H -2.6120 0.3968 -1.3254 0.001 -0.025 0.012 0.00
H 0.0519 3.2236 -3.1488 0.023 -0.003 0.000 0.00
H 1.8306 2.4189 -1.6417 -0.022 0.031 -0.026 0.00
H -1.1726 2.6514 -4.9795 0.011 -0.005 0.003 0.00
H -2.8614 2.4440 -5.4125 -0.001 -0.008 -0.009 0.00
H -1.9128 1.0389 -4.9277 0.013 -0.006 -0.006 0.00
H -1.8722 4.4394 -3.2806 0.010 0.001 0.005 0.00
H -3.0796 4.0643 -2.0362 0.002 -0.002 0.014 0.00
H -3.5521 4.1963 -3.7285 -0.003 0.000 -0.005 0.00
H -3.7737 0.5326 -3.2400 0.000 -0.011 -0.006 0.00
H -4.6138 1.9848 -3.7448 0.003 0.003 -0.009 0.00
H -4.2551 1.7647 -2.0446 0.003 0.007 0.012 0.00
C 3.3698 3.2423 3.5860 -0.055 -0.009 -0.013 0.01
C 4.7325 2.9913 3.4589 0.015 -0.024 -0.022 0.01
C 5.1871 2.0314 2.5619 -0.067 -0.062 -0.062 0.00
C 4.2803 1.3232 1.7984 0.172 0.013 0.031 0.01
N 2.9396 1.5905 1.9370 -0.007 -0.157 -0.072 0.02
C 2.4968 2.5227 2.8079 -0.065 0.081 0.072 0.00
C 4.6423 0.2724 0.8012 -0.146 0.090 0.079 0.04
C 5.9463 -0.1370 0.5828 -0.018 -0.012 -0.026 0.00
C 6.2190 -1.1135 -0.3740 -0.012 0.003 0.010 0.07
C 5.2060 -1.7004 -1.1301 -0.001 0.012 0.004 0.00
C 3.8926 -1.3156 -0.9345 0.085 0.014 0.016 0.04
C 3.6043 -0.3395 0.0281 0.405 -0.321 -0.311 0.00
H 2.9938 3.9835 4.2765 -0.013 0.000 -0.002 0.00
H 5.4447 3.5440 4.0581 0.002 0.007 0.007 0.00
H 6.2451 1.8417 2.4619 0.006 0.012 0.012 0.00
H 1.4246 2.6651 2.8546 0.014 0.026 0.025 0.00
H 6.7707 0.2870 1.1387 -0.012 0.013 0.016 0.00
H 7.2448 -1.4200 -0.5311 0.008 -0.002 -0.001 0.00
H 5.4521 -2.4544 -1.8653 -0.016 -0.004 -0.011 0.00
H 3.0986 -1.7662 -1.5177 0.005 -0.006 0.001 0.00

---

Record 2
17
Properties=species:S:1:pos:R:3:forces:R:3:lowdin_charge:R:1 method="wB97M-V/def2-TZVPD" homo_lumo_gap_ev=7.26 total_energy_ha=-2974.37143 mol_weight_g_mol=194.03
O 2.0596 -2.8675 0.2961 -1.384 -1.703 1.180 0.21
C 2.4905 -1.9859 -0.2889 0.441 0.632 -0.197 -0.34
N 3.2768 -1.2864 -0.8663 1.403 -0.519 -0.581 -0.05
O 3.3960 -0.1252 -1.4266 -0.188 2.127 0.415 -0.49
Br 3.6533 1.2797 -0.0657 -0.152 -0.679 -0.781 0.66
C -0.4800 -0.8065 -0.2955 -1.368 -0.798 0.947 0.03
C -1.1805 0.2691 0.0429 0.434 -0.863 0.501 -0.40
C -2.4834 0.0728 0.7485 1.273 0.829 1.323 -0.06
C -0.5797 1.6406 -0.0306 -0.953 -0.618 -3.255 -0.06
H -0.9422 -1.8091 -0.1305 0.698 0.832 -0.358 0.09
H 0.5602 -0.7136 -0.4129 1.088 -0.045 -0.850 0.01
H -2.4189 -0.6047 1.6052 0.187 -0.220 -0.371 0.09
H -3.3302 -0.1536 0.1955 -1.488 -0.472 -1.360 0.06
H -2.6100 1.0275 1.1897 -0.972 1.012 0.684 0.06
H 0.4336 1.5377 -0.3684 0.807 0.332 0.551 0.04
H -0.8151 2.3395 0.7043 0.197 0.663 2.015 0.05
H -1.0299 2.1858 -0.8967 -0.023 -0.513 0.138 0.10

---

Record 3
15
Properties=species:S:1:pos:R:3:forces:R:3:lowdin_charge:R:1 method="wB97M-V/def2-TZVPD" homo_lumo_gap_ev=7.92 total_energy_ha=-797.09207 mol_weight_g_mol=137.16
C 0.4936 -0.8746 -1.0261 1.874 0.018 -2.047 -0.10
C -0.0270 -0.2394 0.1738 -1.023 0.772 0.095 -0.65
C 0.7389 0.9424 0.6083 -2.117 3.809 0.462 -0.04
N -1.4216 -0.2021 0.5528 -0.404 -0.676 1.773 0.09
O -2.3695 -3.0205 0.7745 0.150 0.062 0.988 -0.44
O -3.0091 -3.6587 -1.4606 0.291 -0.895 0.942 -0.43
O 0.7238 -1.4156 0.2663 0.210 -1.629 0.256 -0.02
S -2.6253 -4.0855 -0.1300 -0.512 0.609 -1.905 0.90
H 0.1407 -1.4609 -1.8899 -1.225 -0.205 1.165 0.12
H 1.4211 -0.4478 -1.4853 -0.548 0.255 0.777 0.11
H 1.7995 0.9089 0.5276 0.717 -0.543 -0.021 0.07
H 0.4152 1.1750 1.6640 0.648 -0.079 -0.884 0.09
H 0.4046 1.8938 -0.0272 0.548 -1.971 1.324 0.13
H -1.6673 -0.2061 1.6343 1.431 0.156 -2.883 0.14
H -1.8550 -1.0613 0.2228 -0.040 0.317 -0.042 0.02

---

Record 4
44
Properties=species:S:1:pos:R:3:forces:R:3:lowdin_charge:R:1 method="wB97M-V/def2-TZVPD" homo_lumo_gap_ev=10.62 total_energy_ha=-976.92400 mol_weight_g_mol=251.27
C 0.6140 -0.9340 -2.4509 1.204 0.542 0.411 -0.02
N -0.4617 -0.8599 -1.7978 0.004 -0.565 -0.696 -0.03
C -0.4937 -1.4511 -0.4601 -1.245 -0.351 0.308 -0.21
C -1.7886 -0.9811 0.2614 0.070 -0.081 -0.483 -0.22
C -1.5868 -0.5997 1.7227 -0.976 0.487 0.470 -0.09
H 1.5781 -1.2092 -2.0046 -0.195 -0.415 0.147 0.07
H 0.7464 -0.5868 -3.4749 -0.666 0.125 -0.041 0.07
H -0.5746 -2.5386 -0.5714 0.153 0.028 -0.232 0.12
H 0.3977 -1.3362 0.1539 0.141 0.539 -0.240 0.09
H -2.1927 -0.1781 -0.3543 0.164 0.366 0.331 0.07
H -2.5786 -1.7313 0.1565 0.212 -0.261 0.210 0.09
H -0.5666 -0.7855 2.0432 -0.029 0.118 0.229 0.05
H -1.8905 0.4315 1.9319 0.670 0.317 -0.407 0.07
H -2.2991 -1.0560 2.4157 0.306 -0.789 -0.185 0.07
O 3.6306 -1.1520 -0.5198 -0.019 0.463 -0.923 -0.10
H 2.9870 -1.6082 0.0886 0.964 -0.287 0.077 0.00
H 4.5587 -1.3381 -0.3494 -0.343 -0.498 0.285 0.06
O 1.3619 3.3799 0.5986 -0.569 0.420 -0.339 -0.09
H 1.4415 4.3422 0.6640 0.429 -0.285 0.081 0.05
H 0.4063 3.3179 0.3249 0.616 -0.242 0.398 0.00
O 2.1449 -2.3996 1.2461 -0.612 0.228 -0.521 -0.08
H 1.9697 -1.6348 1.8594 0.572 -0.990 0.280 0.02
H 2.7627 -2.9938 1.6792 -0.065 0.194 0.359 0.07
O -3.4103 -2.6801 -2.4850 1.312 -0.371 0.662 -0.06
H -2.5666 -2.5055 -2.9289 -0.362 0.151 -0.771 0.04
H -2.9716 -2.9195 -1.6497 -0.906 -0.155 0.269 0.04
O -1.2829 3.3563 0.4212 -0.338 -0.351 0.162 -0.07
H -1.6984 4.1793 0.1493 -0.050 -0.056 -0.068 0.06
H -1.6605 2.6606 -0.1626 0.138 0.392 -0.194 0.02
O -3.4511 0.0148 -2.9580 -0.567 0.488 -0.171 -0.07
H -2.6542 -0.3996 -3.2959 -0.027 -0.216 0.145 0.02
H -3.9055 -0.6542 -2.4283 0.338 -0.193 -0.310 0.03
O 0.7869 1.3747 2.8345 -0.192 -0.950 0.733 -0.05
H 1.5187 1.9849 2.7299 -0.468 0.529 -0.401 0.04
H -0.0422 1.6857 2.4694 0.315 0.677 -0.238 0.03
O 2.3829 -0.7942 3.3148 0.121 -0.182 -0.081 -0.08
H 1.5136 -0.5351 3.6375 0.100 0.392 -0.012 0.03
H 2.6281 -0.1181 2.6417 -0.163 0.033 0.346 0.00
O -2.1149 1.9751 -1.7598 0.256 0.718 0.350 -0.07
H -3.0524 1.9980 -1.9694 -0.009 -0.305 -0.190 0.05
H -1.7915 1.1683 -2.1713 -0.064 -0.207 0.136 0.00
O 2.9813 0.7237 1.1534 0.410 0.321 -0.334 -0.08
H 2.4506 1.4412 0.7805 0.056 0.069 0.020 0.02
H 3.5062 0.3262 0.4162 -0.688 0.153 0.427 0.03